Entry 1:
C4H13N2O | ωB97M-V with the def2-TZVPD basis set

* net charge: +1
* energy relative to the best compared isomer or geometry (same formula, charge and spin): 6.3463 eV
* HOMO energy: -11.6989 eV
* frontier orbital gap: 0.1516 Ha
* LUMO: -7.57 eV

Cartesian coordinates (Å):
C -1.292 0.560 -2.420
O -1.509 1.891 -2.947
C -1.477 0.455 -0.797
C -1.189 -0.851 -0.169
C 0.101 -1.337 0.226
N 0.730 -0.615 1.479
N 3.505 0.296 2.645
H -0.340 0.268 -2.630
H -1.998 -0.101 -2.881
H -2.468 1.973 -2.806
H -0.988 1.303 -0.346
H -2.113 -1.447 -0.093
H -2.602 0.811 -0.763
H 0.886 -1.251 -0.558
H 0.079 -2.377 0.606
H 2.460 0.037 2.572
H 0.020 -0.980 2.236
H 0.481 0.381 1.306
H 3.561 0.886 3.427
H 4.153 0.100 1.913

Let us look at the Mulliken charges, expressed in e, one per atom:
1. C -0.642
2. O -0.446
3. C -0.574
4. C 0.222
5. C -0.745
6. N -0.560
7. N -0.522
8. H 0.464
9. H 0.366
10. H 0.343
11. H 0.337
12. H 0.389
13. H 0.406
14. H 0.306
15. H 0.428
16. H 0.207
17. H 0.307
18. H 0.318
19. H 0.218
20. H 0.177



Entry 2:
C26H32N2O4 | ωB97M-V with the def2-TZVPD basis set

* net charge: 0
* energy relative to the best compared isomer or geometry (same formula, charge and spin): 2.9549 eV
* HOMO energy: -8.3288 eV
* frontier orbital gap: 0.3318 Ha
* LUMO: 0.70 eV

Cartesian coordinates (Å):
C 0.146 0.950 -2.953
C -0.874 0.316 -2.408
C -1.452 -0.963 -2.945
O -1.224 -2.062 -2.080
C -1.820 -2.105 -0.853
C -2.932 -1.349 -0.498
C -3.507 -1.488 0.754
C -2.982 -2.383 1.666
C -1.876 -3.139 1.314
C -1.277 -3.014 0.071
C -0.025 -3.796 -0.257
N 1.219 -3.120 0.088
C 1.351 -2.856 1.510
C 2.752 -2.339 1.831
C 3.041 -1.066 1.034
C 2.845 -1.380 -0.449
C 1.438 -1.914 -0.687
H 1.311 -2.159 -1.743
H 0.713 -1.121 -0.432
H 3.579 -2.132 -0.739
H 3.001 -0.489 -1.059
H 4.068 -0.727 1.218
O 2.119 -0.090 1.513
C 1.921 1.081 0.849
C 0.618 1.563 0.880
C 0.273 2.777 0.296
C 1.268 3.507 -0.344
C 2.569 3.047 -0.384
C 2.925 1.847 0.221
O 4.203 1.366 0.261
C 5.226 2.107 -0.358
H 5.336 3.097 0.095
H 5.052 2.214 -1.434
H 6.138 1.534 -0.197
H 3.317 3.646 -0.877
H 1.004 4.450 -0.798
C -1.090 3.378 0.336
O -1.276 4.559 0.101
N -2.110 2.536 0.635
C -3.447 3.004 0.792
C -4.370 2.306 1.741
C -4.595 2.202 0.259
H -5.430 2.729 -0.176
H -4.377 1.261 -0.219
H -5.051 2.900 2.330
H -3.997 1.433 2.257
H -3.478 4.083 0.712
H -1.937 1.561 0.817
H -0.097 0.956 1.415
H 3.494 -3.092 1.567
H 2.822 -2.127 2.898
H 1.180 -3.792 2.047
H 0.616 -2.113 1.861
H 0.005 -4.005 -1.328
H -0.038 -4.745 0.287
H -1.468 -3.847 2.020
H -3.430 -2.496 2.641
H -4.377 -0.900 1.009
H -3.368 -0.658 -1.203
H -0.948 -1.244 -3.874
H -2.525 -0.846 -3.154
H -1.328 0.697 -1.504
H 0.537 1.858 -2.526
H 0.623 0.590 -3.850

Let us look at the Mulliken charges, expressed in e, one per atom:
1. C -0.881
2. C 0.888
3. C -1.220
4. O -0.409
5. C 0.782
6. C -0.671
7. C -0.580
8. C -1.014
9. C -0.320
10. C 0.871
11. C -1.922
12. N 0.067
13. C -0.348
14. C -1.314
15. C 0.041
16. C -1.314
17. C 0.236
18. H 0.552
19. H -0.254
20. H 0.531
21. H 0.385
22. H 0.302
23. O -0.515
24. C 0.356
25. C 0.105
26. C 0.336
27. C -1.259
28. C -0.436
29. C 0.655
30. O -0.300
31. C -1.049
32. H 0.363
33. H 0.390
34. H 0.261
35. H 0.472
36. H 0.437
37. C 0.171
38. O -0.707
39. N -0.009
40. C -0.163
41. C -0.711
42. C -0.269
43. H 0.318
44. H -0.149
45. H 0.281
46. H 0.193
47. H 0.591
48. H -0.100
49. H 0.479
50. H 0.425
51. H 0.454
52. H 0.376
53. H 0.220
54. H 0.524
55. H 0.648
56. H 0.387
57. H 0.426
58. H 0.550
59. H 0.405
60. H 0.443
61. H 0.369
62. H 0.116
63. H 0.221
64. H 0.287



Entry 3:
C3H4O2S | ωB97M-V with the def2-TZVPD basis set

* net charge: 0
* energy relative to the best compared isomer or geometry (same formula, charge and spin): 7.5413 eV
* HOMO energy (spin up / spin down): -10.4436 / -10.4441 eV
* frontier orbital gap (spin up / spin down): 0.2853 / 0.2853 Ha
* LUMO (spin up / spin down): -2.68 / -2.68 eV

Cartesian coordinates (Å):
C 0.448 -0.057 0.465
C -0.715 1.106 -1.441
C 1.611 -0.584 0.228
O -1.668 -1.383 -0.851
O -2.467 0.087 0.706
S -1.417 -0.098 -0.304
H 0.399 0.638 1.327
H -0.588 1.855 -0.575
H 2.003 -1.380 -0.438
H 2.394 -0.184 0.883

Let us look at the Mulliken charges, expressed in e, one per atom:
1. C -0.433
2. C -0.201
3. C -0.327
4. O -0.551
5. O -0.547
6. S 0.965
7. H 0.329
8. H 0.260
9. H 0.284
10. H 0.221



Entry 4:
C5H11ClSi | ωB97M-V with the def2-TZVPD basis set

* net charge: 0
* energy relative to the best compared isomer or geometry (same formula, charge and spin): 2.5025 eV
* HOMO energy (spin up / spin down): -7.4933 / -7.4915 eV
* frontier orbital gap (spin up / spin down): 0.2834 / 0.2833 Ha
* LUMO (spin up / spin down): 0.22 / 0.22 eV

Cartesian coordinates (Å):
C 0.970 -1.706 -1.654
C -0.509 -1.988 -1.773
C -0.011 -0.604 -1.650
C -0.757 2.581 0.670
C 0.897 0.234 2.131
Si -0.558 0.726 1.011
Cl -2.297 -0.063 1.711
H 1.458 -1.986 -0.731
H 1.603 -1.844 -2.523
H -0.907 -2.327 -2.722
H -0.995 -2.445 -0.923
H -0.087 0.134 -2.428
H -1.514 3.017 1.320
H 0.174 3.114 0.831
H -1.063 2.751 -0.354
H 1.692 -0.235 1.560
H 1.322 1.106 2.624
H 0.581 -0.465 2.899

Let us look at the Mulliken charges, expressed in e, one per atom:
1. C -0.446
2. C -0.471
3. C -0.276
4. C -1.011
5. C -1.053
6. Si 0.608
7. Cl -0.266
8. H 0.124
9. H 0.247
10. H 0.242
11. H 0.145
12. H 0.242
13. H 0.311
14. H 0.314
15. H 0.312
16. H 0.303
17. H 0.353
18. H 0.322



Entry 5:
C35H47F3N8O6SSc | ωB97M-V with the def2-TZVPD basis set

* net charge: +1
* energy relative to the best compared isomer or geometry (same formula, charge and spin): 1.7034 eV
* HOMO energy: -9.8231 eV
* frontier orbital gap: 0.2701 Ha
* LUMO: -2.47 eV

Cartesian coordinates (Å):
Sc 0.990 0.130 0.224
O 3.327 -1.169 -2.863
C 2.433 -0.682 -2.183
O 2.624 -0.144 -1.010
C 1.061 -0.700 -2.706
C 0.804 -1.143 -3.989
C -0.524 -1.300 -4.373
C -1.521 -1.072 -3.435
C -1.121 -0.636 -2.163
N 0.134 -0.503 -1.750
H 1.708 -1.277 -4.700
H -0.814 -1.667 -5.356
H -2.552 -1.165 -3.640
H -1.967 -0.507 -1.509
C -0.693 0.480 2.991
N 0.752 0.084 2.689
C 0.934 -1.228 3.365
C 1.668 1.087 3.236
C 2.045 2.177 2.277
N 2.568 1.697 0.992
C 2.662 2.734 -0.080
C 3.947 1.176 1.237
H -0.943 -0.114 3.846
H -1.401 0.324 2.149
H -0.712 1.593 3.153
H 0.913 -1.106 4.457
H 1.877 -1.778 3.117
H -0.004 -1.819 3.109
H 2.640 0.613 3.591
H 1.151 1.525 4.157
H 2.671 2.978 2.766
H 1.087 2.671 2.002
H 3.290 3.579 0.412
H 1.651 3.161 -0.314
H 3.120 2.429 -0.979
H 4.563 1.987 1.658
H 4.370 0.940 0.233
H 3.954 0.278 1.843
O -0.624 -1.349 0.632
C 0.101 -2.351 0.820
O 1.341 -2.278 0.646
C -0.491 -3.753 1.228
C 0.270 -4.698 1.962
C -0.320 -5.908 2.278
C -1.677 -6.155 1.989
C -2.392 -5.178 1.361
C -1.819 -3.992 0.981
N -3.856 -5.429 1.093
O -4.365 -4.729 0.226
O -4.437 -6.276 1.746
H 1.316 -4.513 2.221
H 0.233 -6.547 2.973
H -2.179 -7.030 2.404
H -2.409 -3.211 0.459
F -6.487 6.118 1.657
C -5.280 6.615 1.352
F -5.395 7.378 0.267
F -4.932 7.379 2.349
C -4.302 5.569 0.996
C -4.676 4.347 0.480
C -3.711 3.391 0.173
C -2.343 3.640 0.411
C -1.993 4.911 0.951
C -2.952 5.940 1.244
C -1.346 2.605 0.323
C -0.530 1.719 0.117
H -5.676 4.108 0.472
H -3.889 2.321 -0.066
H -0.965 5.125 1.324
H -2.646 6.859 1.698
C -4.667 4.228 -4.010
N -4.526 2.832 -3.979
C -3.771 2.233 -3.066
S -4.304 0.800 -2.203
N -2.506 2.665 -2.827
C -1.728 3.795 -3.396
H -5.702 4.415 -4.344
H -3.997 4.803 -4.656
H -4.662 4.700 -3.015
H -5.300 2.277 -4.124
H -2.056 2.277 -2.005
H -1.943 4.724 -2.856
H -1.887 3.889 -4.428
H -0.722 3.531 -3.261
N 4.523 -2.899 -0.967
C 5.128 -2.579 0.327
C 5.917 -3.847 0.808
N 5.126 -5.063 0.816
C 4.194 -5.305 -0.298
C 3.484 -3.991 -0.753
H 5.235 -3.307 -1.595
H 4.124 -2.029 -1.426
H 4.363 -2.247 1.006
H 5.880 -1.828 0.233
H 6.294 -3.586 1.764
H 6.800 -3.927 0.142
H 4.699 -5.358 1.718
H 3.354 -5.949 -0.011
H 4.646 -5.796 -1.123
H 2.801 -3.646 0.006
H 2.940 -4.075 -1.696

Mulliken atomic charge list, values in e, 99 entries:
1. Sc -0.491
2. O -0.830
3. C 0.303
4. O -0.243
5. C 0.387
6. C -0.678
7. C -0.653
8. C -0.982
9. C -0.361
10. N 0.953
11. H 0.368
12. H 0.444
13. H 0.646
14. H 0.516
15. C -1.195
16. N 1.472
17. C -1.442
18. C -1.270
19. C -0.161
20. N 0.916
21. C -0.849
22. C -1.148
23. H 0.494
24. H 0.047
25. H 0.473
26. H 0.526
27. H 0.065
28. H 0.404
29. H 0.338
30. H 0.466
31. H 0.500
32. H -0.188
33. H 0.410
34. H 0.102
35. H 0.240
36. H 0.353
37. H 0.326
38. H 0.274
39. O -0.373
40. C 0.004
41. O -0.433
42. C 0.146
43. C -0.693
44. C -0.766
45. C -0.547
46. C -0.067
47. C 0.109
48. N 0.979
49. O -0.554
50. O -0.566
51. H 0.468
52. H 0.365
53. H 0.466
54. H 0.603
55. F -0.282
56. C 0.952
57. F -0.260
58. F -0.267
59. C 0.365
60. C -1.194
61. C -0.002
62. C 0.289
63. C -0.550
64. C -1.069
65. C 0.578
66. C -0.044
67. H 0.653
68. H 0.426
69. H 0.281
70. H 0.462
71. C -0.899
72. N -0.175
73. C 0.525
74. S -0.457
75. N 0.452
76. C -1.146
77. H 0.371
78. H 0.263
79. H 0.245
80. H 0.304
81. H -0.613
82. H 0.312
83. H 0.506
84. H 0.310
85. N 0.084
86. C -0.206
87. C -0.990
88. N -0.230
89. C -1.120
90. C 0.580
91. H 0.435
92. H -0.002
93. H -0.079
94. H 0.539
95. H 0.512
96. H 0.322
97. H 0.314
98. H 0.529
99. H 0.301



Entry 6:
C4H14NOS | ωB97M-V with the def2-TZVPD basis set

* net charge: +1
* energy relative to the best compared isomer or geometry (same formula, charge and spin): 2.0365 eV
* HOMO energy: -13.8691 eV
* frontier orbital gap: 0.3968 Ha
* LUMO: -3.07 eV

Cartesian coordinates (Å):
C -1.599 0.333 1.809
C -0.444 -0.283 0.975
C -0.906 -1.363 -0.061
C 0.174 -2.231 -0.738
S 1.525 -1.378 -1.678
N 0.398 0.777 0.309
H -1.923 -0.499 2.453
H -2.197 0.895 1.101
H -1.383 1.171 2.507
H 0.231 -0.708 1.749
H -1.864 -1.946 0.471
H -1.544 -0.733 -0.859
H -0.516 -2.816 -1.430
H 0.489 -2.913 0.034
H 2.410 -1.504 -0.691
H -0.212 1.620 0.080
H 0.718 0.217 -0.661
H 1.192 0.897 0.942
H 1.610 2.864 -2.497
H 1.977 4.213 -2.134
O 1.864 3.389 -1.682

Let us look at the Mulliken charges, expressed in e, one per atom:
1. C -1.467
2. C 0.053
3. C -0.792
4. C -0.518
5. S -0.240
6. N -0.129
7. H 0.390
8. H 0.394
9. H 0.415
10. H 0.316
11. H 0.366
12. H 0.321
13. H 0.349
14. H 0.398
15. H 0.214
16. H 0.397
17. H 0.157
18. H 0.370
19. H 0.318
20. H 0.317
21. O -0.628